[1]
{
  "formula": "C18H30F4N2O5S2",
  "method": "the ωB97M-V functional and the def2-TZVPD basis",
  "elements": ["C", "C", "C", "O", "H", "H", "O", "H", "H", "H", "C", "H", "H", "O", "C", "C", "C", "H", "H", "F", "C", "N", "H", "H", "H", "F", "C", "H", "C", "H", "H", "C", "N", "H", "F", "H", "C", "S", "C", "H", "F", "O", "H", "C", "C", "H", "H", "S", "H", "C", "H", "H", "O", "H", "H", "H", "H", "H", "C", "C", "H"],
  "coordinates": [[-0.870, 1.382, -0.422], [-0.894, 4.147, -0.310], [1.222, 2.189, -3.840], [3.840, -2.947, -2.812], [2.684, -6.350, -2.728], [-6.891, -1.114, 2.141], [1.078, -0.892, -2.905], [-0.672, -2.134, 3.746], [-2.552, 2.801, -1.170], [-4.239, -0.050, 4.776], [-0.208, 4.581, 1.118], [4.894, -6.140, -4.083], [-5.330, 1.363, 4.628], [-5.484, 1.466, 1.764], [0.120, -1.266, 3.661], [1.014, -1.479, 2.304], [-0.212, 1.998, -3.069], [3.452, -5.418, -1.406], [1.787, -2.226, 4.614], [-0.189, 6.076, 1.171], [1.171, -1.023, -0.330], [2.326, -2.045, -0.279], [1.831, -4.967, -1.996], [1.435, 1.197, -4.465], [-2.652, 5.011, -0.974], [-0.938, 4.078, 2.310], [-6.410, -0.700, 3.030], [3.447, 2.645, -3.570], [-0.796, 0.341, 0.885], [1.680, -0.580, 4.805], [-0.005, 4.098, -1.106], [2.809, -5.358, -2.287], [1.088, -1.463, 4.846], [-2.450, 2.766, 0.711], [-1.116, 1.288, -4.050], [-6.083, -1.518, 3.677], [2.511, 2.440, -2.858], [3.535, -4.239, -3.509], [-4.504, 0.817, 4.166], [-7.119, -0.061, 3.561], [1.221, 4.095, 1.062], [-1.717, 5.324, -0.746], [0.988, -2.642, 2.061], [-0.158, 1.065, -1.721], [0.723, -0.319, -1.752], [1.124, 3.075, -4.633], [5.596, -5.215, -2.720], [-4.973, 0.268, 2.507], [1.819, -2.948, -0.035], [-1.779, 2.768, -0.262], [2.827, 1.479, -2.222], [-0.328, -0.192, 3.799], [-1.821, 0.435, 1.743], [2.737, -2.163, -1.246], [-3.637, 1.476, 4.080], [5.732, -4.597, -4.387], [2.144, -1.206, 2.506], [-0.760, 3.038, -2.866], [5.093, -5.142, -3.687], [0.458, -0.709, 0.971], [2.398, 3.401, -2.198]],
  "forces_ev_per_a": [[1.78, -0.49, -2.92], [-0.07, 0.65, -0.82], [0.19, -0.49, -0.35], [-0.01, -0.61, -0.06], [0.01, 0.12, -0.02], [0.16, 0.11, 0.06], [-1.98, 3.39, 6.84], [1.30, 2.11, -0.34], [1.86, -0.06, 1.82], [0.00, 0.02, -0.11], [0.41, 1.10, -0.02], [-0.07, 0.11, 0.01], [0.00, -0.05, -0.12], [0.14, -0.45, 0.42], [1.05, -0.73, 0.35], [-1.16, -0.16, -0.68], [-0.43, -0.57, -0.42], [0.03, 0.06, -0.10], [-1.26, 1.05, 0.27], [0.35, -5.08, 0.46], [-1.18, 0.62, 2.87], [-3.57, 1.09, -1.17], [0.12, 0.03, -0.16], [-0.67, 2.13, 1.50], [1.97, 0.43, 0.63], [2.90, 1.69, -3.70], [-0.18, 0.07, 0.06], [-2.07, -0.42, 1.52], [-3.33, 0.39, 2.07], [-0.82, -1.48, 0.35], [-1.81, -0.11, 2.07], [0.01, 0.00, 0.14], [0.83, 0.94, -1.49], [1.63, -0.29, -1.93], [1.68, 1.39, 1.99], [0.05, 0.08, -0.07], [0.79, 0.04, -0.74], [0.05, 0.23, 0.12], [-0.02, 0.11, 0.07], [0.08, 0.01, -0.06], [-4.55, 1.54, 0.96], [-0.65, -2.64, 0.34], [0.14, 2.38, 0.51], [-1.20, 0.07, 3.49], [1.09, -1.90, -3.84], [0.10, -1.89, 1.93], [-0.10, 0.06, -0.04], [-0.08, 0.26, -0.18], [1.10, 1.32, -0.32], [-0.30, -0.43, -0.17], [-1.01, 2.23, -1.28], [0.66, -2.33, -0.59], [6.29, -0.67, -4.67], [-0.59, 0.13, 1.03], [-0.10, -0.14, -0.14], [-0.19, 0.00, 0.09], [-2.34, -0.30, -0.61], [1.27, -2.45, -0.32], [0.13, 0.03, 0.09], [1.45, -0.27, -3.54], [0.11, -1.99, -1.06]],
  "lowdin_charge": [0.017, -0.210, -0.193, -0.565, 0.053, 0.049, -0.011, 0.124, 0.146, 0.054, -0.167, 0.053, 0.056, -0.562, -0.262, -0.160, -0.183, 0.059, 0.065, 0.013, -0.089, 0.065, 0.046, 0.127, 0.121, 0.021, -0.275, 0.091, -0.130, 0.072, 0.156, -0.271, -0.082, 0.135, -0.115, 0.051, -0.127, 0.836, -0.264, 0.055, -0.012, -0.081, 0.118, 0.007, -0.146, 0.129, 0.059, 0.790, 0.088, -0.067, 0.089, 0.119, -0.064, 0.036, 0.047, 0.052, 0.127, 0.148, -0.268, -0.042, 0.075],
  "gap_ha": 0.2566,
  "lumo_energy_ha": -0.06467,
  "spin_multiplicity": 1,
  "homo_energy_ha": -0.321
}

=====

[2]
{
  "formula": "C17H40NP3SeSn",
  "method": "the ωB97M-V functional and the def2-TZVPD basis",
  "elements": ["Se", "H", "C", "H", "Sn", "P", "C", "H", "H", "C", "H", "C", "H", "H", "C", "H", "C", "H", "C", "H", "C", "H", "H", "H", "H", "H", "H", "H", "C", "H", "H", "H", "P", "H", "H", "H", "C", "H", "C", "H", "H", "H", "H", "H", "C", "H", "C", "H", "C", "H", "C", "H", "H", "H", "C", "H", "N", "P", "H", "H", "H", "H", "C"],
  "coordinates": [[0.031, -4.150, -0.740], [-0.148, 0.664, 0.047], [-3.014, -0.460, -2.793], [2.514, -3.068, 0.794], [-0.052, -1.554, -0.524], [-2.578, -1.446, -1.328], [2.744, -4.070, 0.428], [1.082, 0.920, -4.630], [-4.044, -0.716, -3.082], [4.230, -5.989, 0.304], [-3.760, 0.082, 0.170], [1.814, -4.733, -0.391], [-0.055, -0.960, 2.541], [-3.776, -1.597, 0.791], [-1.621, 2.522, -1.022], [2.002, 2.314, 0.424], [-3.115, -3.114, -1.825], [-1.133, 3.311, 2.083], [3.748, 0.748, 1.892], [3.274, -0.346, -1.295], [3.329, -6.625, -0.563], [-4.834, -1.134, -0.568], [3.808, -1.223, 2.729], [1.147, 3.883, 0.307], [5.143, -6.497, 0.615], [-2.960, 0.616, -2.584], [2.361, -1.604, -4.379], [-2.522, 1.908, -0.872], [1.196, 2.859, -0.093], [2.961, 1.206, -2.125], [5.040, -0.867, 1.364], [-2.548, -3.458, -2.700], [-0.384, 2.080, 0.178], [-1.655, -1.167, 2.120], [-0.248, 1.823, 2.553], [-0.510, 0.796, -3.830], [-3.848, -0.975, -0.111], [0.731, 1.911, -3.189], [4.211, -0.514, 1.991], [3.575, -0.201, -3.059], [4.647, -4.200, 1.435], [0.586, -1.901, -4.461], [-2.968, -3.828, -1.003], [4.194, 1.473, 1.195], [2.151, -5.986, -0.935], [1.458, -6.467, -1.619], [3.935, -4.708, 0.784], [1.574, -2.764, -3.244], [1.456, -1.814, -3.790], [-1.237, 2.377, -2.042], [-0.982, 2.248, 1.852], [-2.344, -0.703, -3.630], [3.536, -7.616, -0.963], [-1.887, 3.581, -0.883], [2.923, 0.112, -2.231], [-1.943, 1.723, 1.955], [-0.704, -1.514, 1.980], [1.226, -0.421, -2.633], [1.430, 2.913, -1.167], [-0.652, -2.493, 2.268], [2.944, 1.120, 2.542], [-4.183, -3.065, -2.080], [0.566, 0.932, -3.660]],
  "forces_ev_per_a": [[0.87, -0.42, -0.11], [-0.15, 0.92, 0.00], [0.54, 0.35, -0.14], [0.20, -0.26, 0.09], [-0.05, -0.28, 0.43], [-1.39, -0.55, -0.50], [1.25, 0.17, 0.77], [-0.04, -0.04, 0.21], [0.26, 0.01, 0.15], [0.11, -0.63, 0.00], [-0.08, -0.23, -0.02], [-0.66, 0.55, -0.12], [-0.19, -0.26, 0.00], [-0.10, 0.12, -0.21], [-0.24, 0.15, -0.27], [-0.34, 0.15, -0.06], [0.45, -0.25, 0.10], [0.02, -0.19, 0.03], [0.06, -0.63, -0.12], [0.02, 0.14, -0.28], [-1.03, -0.01, -0.79], [0.26, 0.01, 0.03], [0.20, 0.40, -0.27], [0.07, -0.14, -0.12], [-0.18, 0.15, -0.11], [-0.06, -0.31, -0.15], [-0.30, -0.14, 0.07], [0.25, 0.30, 0.03], [0.32, 0.26, -0.09], [0.03, -0.35, -0.04], [-0.31, 0.22, 0.34], [-0.17, 0.05, 0.16], [0.25, -0.48, 0.34], [0.28, -0.21, 0.26], [-0.19, 0.23, -0.16], [0.29, 0.07, -0.11], [0.41, 0.21, 0.51], [0.02, -0.30, -0.15], [-0.35, 0.55, -0.21], [-0.14, 0.16, 0.22], [-0.20, -0.12, -0.12], [0.28, 0.00, 0.18], [-0.16, 0.11, -0.20], [-0.11, -0.38, 0.36], [0.49, -1.40, -0.10], [0.15, -0.09, 0.12], [-1.00, 1.68, 0.09], [0.08, 0.30, -0.27], [-0.27, -0.22, 0.12], [-0.14, 0.13, 0.33], [-0.06, 0.03, 0.21], [-0.24, 0.05, 0.13], [0.05, 0.23, 0.11], [0.02, -0.23, -0.09], [-0.02, -0.04, 0.56], [0.23, 0.20, 0.00], [-0.04, 0.07, -0.63], [0.80, -0.01, -1.19], [-0.13, 0.04, 0.35], [-0.09, 0.24, 0.22], [0.44, -0.18, -0.14], [0.27, 0.00, 0.08], [-0.52, 0.13, 0.20]],
  "lowdin_charge": [0.806, -0.110, -0.215, 0.081, 0.720, 0.701, -0.080, 0.095, 0.095, 0.074, 0.048, -0.559, 0.065, 0.067, -0.178, 0.046, -0.251, 0.097, -0.093, 0.045, 0.032, 0.092, 0.057, 0.100, 0.157, 0.038, 0.082, 0.048, -0.167, 0.058, 0.064, 0.068, 0.867, 0.055, 0.076, 0.039, -0.214, 0.043, -0.070, 0.080, 0.139, 0.076, 0.048, 0.061, -0.064, 0.125, 0.016, 0.035, -0.224, 0.052, -0.177, 0.059, 0.150, 0.105, -0.210, 0.071, 0.016, 0.712, 0.060, 0.068, 0.046, 0.090, -0.216],
  "gap_ha": [0.2107, 0.1792],
  "charge": 4,
  "lumo_energy_ha": [-0.52239, -0.54466],
  "spin_multiplicity": 1,
  "homo_energy_ha": [-0.733, -0.724]
}

=====

[3]
{
  "formula": "C4H9B",
  "method": "the ωB97M-V functional and the def2-TZVPD basis",
  "elements": ["H", "H", "H", "H", "C", "H", "H", "B", "H", "C", "H", "H", "C", "C"],
  "coordinates": [[-2.767, -1.191, 0.401], [-1.764, 1.871, 0.516], [3.786, 0.200, 0.087], [2.400, 0.691, -1.062], [-0.836, 1.303, 0.256], [0.067, 1.665, 0.847], [-0.615, 1.743, -0.692], [-0.770, -0.240, -0.061], [-2.497, -1.099, -1.223], [2.710, 0.086, -0.201], [-1.702, -2.349, -0.545], [2.078, -0.927, 1.515], [-1.900, -1.248, -0.390], [1.811, -0.505, 0.551]],
  "forces_ev_per_a": [[1.86, 0.02, -0.82], [0.44, -0.98, 0.19], [-0.90, -0.27, -0.17], [0.29, -0.49, -0.02], [0.81, 0.22, 0.89], [-1.42, -0.60, -0.42], [0.40, 0.34, -1.32], [1.59, 0.86, 1.50], [-0.84, 1.24, -2.18], [0.59, 1.18, -0.25], [0.41, 1.10, 0.68], [-0.24, -0.35, -0.06], [-0.51, -2.16, 2.38], [-2.49, -0.12, -0.39]],
  "lowdin_charge": [0.113, 0.069, 0.049, 0.029, -0.102, 0.071, 0.044, -0.018, 0.019, -0.183, 0.073, 0.001, -0.077, -0.088],
  "gap_ha": 0.3013,
  "lumo_energy_ha": 0.01173,
  "spin_multiplicity": 1,
  "homo_energy_ha": -0.290
}

=====

[4]
{
  "formula": "CH6O4Si",
  "method": "the ωB97M-V functional and the def2-TZVPD basis",
  "elements": ["O", "H", "C", "H", "H", "H", "O", "O", "H", "O", "Si", "H"],
  "coordinates": [[1.127, 0.749, -0.769], [-0.982, -1.133, -0.646], [1.893, 0.143, -0.051], [0.585, -0.724, 0.577], [-0.800, 0.659, 0.789], [-1.739, 0.970, -1.373], [-3.109, 0.265, 0.475], [3.197, 0.349, -0.020], [-3.716, -0.379, 0.061], [1.488, -0.754, 0.811], [-1.638, 0.144, -0.255], [3.695, -0.289, 0.401]],
  "forces_ev_per_a": [[0.87, -0.23, 0.07], [-0.58, -0.32, 0.09], [0.27, 1.27, -0.94], [-2.49, -0.77, 0.36], [0.45, 0.36, 0.59], [0.18, 0.91, -1.59], [-0.92, -1.73, -0.44], [-0.99, 2.73, -2.07], [-0.11, 0.64, 0.52], [1.40, -0.80, 0.76], [0.65, 0.25, 0.95], [1.28, -2.31, 1.71]],
  "lowdin_charge": [0.052, -0.037, -0.679, -0.002, -0.035, -0.062, -0.278, 0.197, 0.046, 0.153, 0.557, 0.088],
  "gap_ha": 0.4263,
  "lumo_energy_ha": 0.01947,
  "spin_multiplicity": 1,
  "smiles": "O=C(O)O.O[SiH3]",
  "homo_energy_ha": -0.407
}

=====

What did we get for calculated total energy? Answer: -2384.9917, -4364.7359, -182.4732, -632.1746 a.u., in the order shown.